A:
This record from the Open Molecules 2025 dataset describes a molecular structure, C3H3FNaO3. The level of theory is the ωB97M-V functional and the def2-TZVPD basis.

HOMO-LUMO gap (spin up / spin down): 5.847 / 8.572 eV
spin multiplicity: 2
⟨S²⟩: 0.7531

Positions of all 11 atoms, in Å:
H: 0.7914 -2.1812 -1.5871
O: -0.3823 -1.6736 0.0460
O: 0.4283 0.4615 -0.7493
O: -1.9354 -0.0240 0.1434
C: 0.8993 -1.7999 -0.5611
C: 1.4648 -0.3768 -0.6043
C: -1.0500 -0.6241 -0.4746
H: 1.5022 -2.4793 0.0479
F: 2.1216 -0.1374 0.6378
H: 2.2446 -0.2541 -1.3724
Na: -0.9011 2.0401 0.4108

***

B:
This record from the Open Molecules 2025 dataset describes a molecular structure, C3H3FNaO3. The level of theory is the ωB97M-V functional and the def2-TZVPD basis.

HOMO-LUMO gap (spin up / spin down): 5.337 / 7.730 eV
spin multiplicity: 2
⟨S²⟩: 0.7542

Positions of all 11 atoms, in Å:
C: -1.5164 0.8368 -0.2055
C: -1.7324 -0.2936 -1.1334
F: -2.2705 0.7018 0.9337
H: -1.4242 1.8619 -0.5790
H: -1.2703 -0.1621 -2.1145
H: -2.6128 -0.9167 -0.9643
O: -0.3929 -1.4848 -0.0900
C: 0.5034 -0.6772 0.3340
O: 1.7293 -0.9125 0.3774
O: 0.1661 0.6402 0.2061
Na: 2.3684 1.2598 0.5321

***

Of them, B has the lowest stability.

***

A:
This record from the Open Molecules 2025 dataset describes 2 unconnected molecules or ions with the total composition ClH3N2OS. The level of theory is the ωB97M-V functional and the def2-TZVPD basis.

HOMO-LUMO gap: 10.631 eV
spin multiplicity: 1

Positions of all 8 atoms, in Å:
N: 2.9648 -0.5918 -0.4005
N: 0.5493 0.5546 -0.6751
O: 1.0109 -1.7411 0.6343
S: 1.4584 -0.5249 -0.0914
Cl: -3.5864 -0.4461 -0.0733
H: 3.3510 0.1678 -0.9491
H: -0.3662 0.6856 -0.4919
H: -3.5041 -1.0626 -1.0969

***

B:
This record from the Open Molecules 2025 dataset describes 2 unconnected molecules or ions with the total composition ClH3N2OS. The level of theory is the ωB97M-V functional and the def2-TZVPD basis.

HOMO-LUMO gap (spin up / spin down): 7.039 / 6.311 eV
spin multiplicity: 1

Positions of all 8 atoms, in Å:
N: -0.1864 -1.2181 -1.1140
N: -0.6838 0.1445 1.0639
O: 1.5804 -1.0371 0.7041
S: 0.5205 -0.4101 0.0302
Cl: 1.4682 2.1496 -1.3846
H: -0.6091 -0.7822 -1.8317
H: -0.5161 0.7830 1.8315
H: -1.5738 0.3704 0.7007

***

Of them, B has the lowest stability.

***

A:
This record from the Open Molecules 2025 dataset describes a single C2H3ClS molecule. The level of theory is the ωB97M-V functional and the def2-TZVPD basis.

HOMO-LUMO gap (spin up / spin down): 7.871 / 7.045 eV
spin multiplicity: 1

Positions of all 7 atoms, in Å:
C: -0.6940 0.8226 0.1760
C: 2.3532 -0.6826 -0.0447
S: 0.9812 0.6121 0.1013
Cl: 3.8734 0.0950 -0.0923
H: -1.4372 0.0296 0.3990
H: -0.8912 1.7718 -0.0793
H: 2.2443 -1.0975 1.0137

***

B:
This record from the Open Molecules 2025 dataset describes a single C2H3ClS molecule. The level of theory is the ωB97M-V functional and the def2-TZVPD basis.

HOMO-LUMO gap (spin up / spin down): 8.107 / 6.426 eV
spin multiplicity: 1

Positions of all 7 atoms, in Å:
C: -0.4850 0.0983 0.3807
C: 0.6701 0.0980 -0.4669
S: -1.5470 -1.3720 -0.0988
Cl: 2.1082 -0.4948 0.0806
H: -0.3829 0.0804 1.4368
H: -1.0352 1.0428 0.1535
H: 0.6718 0.5474 -1.4858

***

Of them, A has the lowest stability.

***

A:
This record from the Open Molecules 2025 dataset describes a molecular structure, C43H42N5P2SW. The level of theory is the ωB97M-V functional and the def2-TZVPD basis.

HOMO-LUMO gap: 6.986 eV
spin multiplicity: 1
charge: +1

Positions of all 94 atoms, in Å:
W: 0.1324 -0.0403 -0.0144
C: 1.7098 0.9294 4.2884
C: 0.7704 1.4488 3.2395
C: -0.5965 1.5668 3.4974
C: -1.4794 1.9705 2.5127
C: -1.0144 2.2823 1.2393
C: 0.3668 2.2673 0.9799
C: 1.2428 1.8286 1.9890
H: 1.7648 -0.1608 4.2407
H: 1.3760 1.2016 5.2889
H: 2.7195 1.3113 4.1444
H: -0.9670 1.3299 4.4880
H: -2.5353 2.0590 2.7278
H: -1.6969 2.6348 0.4771
H: 0.7555 2.7287 0.0775
H: 2.3085 1.8092 1.7952
C: -2.5042 -7.0285 0.4765
S: -1.7258 -6.9643 -1.1513
C: -2.8702 -5.8857 -2.0560
C: -2.4176 -4.4308 -2.1710
C: -2.2873 -3.7775 -0.8090
N: -1.6757 -2.4349 -0.8094
P: -1.8425 -1.3545 0.5035
C: -2.0261 -2.2638 2.0494
C: -3.1843 -2.9846 2.3540
C: -3.2592 -3.6981 3.5374
C: -2.1900 -3.6893 4.4272
C: -1.0524 -2.9507 4.1439
C: -0.9725 -2.2352 2.9576
C: -3.4086 -0.4838 0.2482
C: -4.1112 0.0354 1.3333
C: -5.2540 0.7905 1.1202
C: -5.6985 1.0291 -0.1732
C: -5.0073 0.5038 -1.2566
C: -3.8648 -0.2515 -1.0484
P: -0.2117 -1.9228 -1.5321
C: -0.3853 -1.5287 -3.2794
C: 0.7092 -0.8679 -3.8462
C: 0.6743 -0.4707 -5.1705
C: -0.4618 -0.7058 -5.9360
C: -1.5544 -1.3429 -5.3735
C: -1.5190 -1.7552 -4.0469
C: 0.8593 -3.3797 -1.4382
C: 0.9766 -4.0315 -0.2106
C: 1.8028 -5.1335 -0.0835
C: 2.5201 -5.5930 -1.1802
C: 2.4051 -4.9526 -2.4044
C: 1.5763 -3.8482 -2.5368
H: -1.9366 -7.7490 1.0631
H: -3.5306 -7.3850 0.3991
H: -2.4862 -6.0698 0.9960
H: -3.8554 -5.9598 -1.5904
H: -2.9657 -6.3067 -3.0564
H: -3.1462 -3.8946 -2.7827
H: -1.4556 -4.4019 -2.6902
H: -1.6804 -4.4310 -0.1764
H: -3.2736 -3.6923 -0.3480
H: -4.0326 -2.9697 1.6810
H: -4.1563 -4.2550 3.7732
H: -2.2546 -4.2496 5.3506
H: -0.2312 -2.9243 4.8489
H: -0.1088 -1.6240 2.7264
H: -3.7717 -0.1591 2.3435
H: -5.8025 1.1877 1.9643
H: -6.5888 1.6216 -0.3369
H: -5.3538 0.6872 -2.2648
H: -3.3197 -0.6520 -1.8949
H: 1.5865 -0.6545 -3.2431
H: 1.5192 0.0500 -5.6002
H: -0.5015 -0.3580 -6.9587
H: -2.4478 -1.5095 -5.9607
H: -2.3896 -2.2252 -3.6147
H: 0.4256 -3.6724 0.6537
H: 1.8910 -5.6331 0.8723
H: 3.1646 -6.4565 -1.0811
H: 2.9568 -5.3154 -3.2615
H: 1.4829 -3.3595 -3.4973
N: 1.4508 -0.8905 0.7549
C: 2.5100 -1.7270 1.0417
C: 2.6335 -2.3416 2.2911
C: 3.6820 -3.2116 2.5326
C: 4.6163 -3.4805 1.5418
C: 4.5024 -2.8676 0.3019
C: 3.4610 -1.9919 0.0508
H: 1.9020 -2.1469 3.0633
H: 3.7717 -3.6862 3.5012
H: 5.4334 -4.1618 1.7376
H: 5.2290 -3.0740 -0.4730
H: 3.3577 -1.5194 -0.9181
N: -0.8535 0.9839 -1.5535
C: -1.2814 1.5458 -2.5023
N: -1.8722 2.1460 -3.4227
C: -1.4730 2.2385 -4.6827
N: -1.1919 2.3399 -5.7972

***

B:
This record from the Open Molecules 2025 dataset describes a molecular structure, C43H42N5P2SW. The level of theory is the ωB97M-V functional and the def2-TZVPD basis.

HOMO-LUMO gap (spin up / spin down): 5.988 / 5.988 eV
spin multiplicity: 1
charge: +1

Positions of all 94 atoms, in Å:
W: -1.6745 -0.2315 -1.0151
C: -4.0523 -0.4045 1.1086
C: -3.8339 0.2815 -0.2267
C: -3.8680 1.6946 -0.3332
C: -4.0376 2.3199 -1.5553
C: -4.1937 1.5708 -2.7209
C: -4.1819 0.1891 -2.6546
C: -4.0080 -0.4730 -1.4238
H: -3.5179 -1.3596 1.1744
H: -5.1155 -0.6306 1.2306
H: -3.7586 0.2378 1.9396
H: -3.8238 2.2910 0.5711
H: -4.0811 3.3972 -1.6040
H: -4.3556 2.0653 -3.6663
H: -4.3876 -0.3914 -3.5439
H: -4.2754 -1.5327 -1.3584
C: 2.8859 -3.6954 5.4701
S: 2.1820 -4.2332 3.8883
C: 1.2887 -2.6958 3.4411
C: 0.2807 -3.0191 2.3485
C: -0.4472 -1.7996 1.7767
N: 0.4196 -0.7236 1.2397
P: 0.6103 -0.9915 -0.4954
C: 1.3693 -2.6493 -0.5944
C: 2.6915 -2.8190 -0.1857
C: 3.2640 -4.0764 -0.2073
C: 2.5454 -5.1654 -0.6745
C: 1.2386 -4.9985 -1.1021
C: 0.6443 -3.7499 -1.0457
C: 1.9543 0.0837 -1.0497
C: 3.0338 0.4896 -0.2757
C: 4.0186 1.2760 -0.8428
C: 3.9548 1.6231 -2.1824
C: 2.8864 1.2054 -2.9605
C: 1.8809 0.4456 -2.3934
P: -0.5618 0.7480 1.1894
C: -0.8827 1.0048 2.9768
C: 0.0100 0.5006 3.9195
C: -0.1281 0.8204 5.2555
C: -1.1844 1.6118 5.6760
C: -2.0854 2.1055 4.7481
C: -1.9261 1.8191 3.4016
C: 0.7305 2.0341 0.9958
C: 0.6400 2.9110 -0.0771
C: 1.5949 3.8944 -0.2616
C: 2.6388 4.0224 0.6376
C: 2.7203 3.1656 1.7243
C: 1.7690 2.1812 1.9127
H: 3.4399 -4.5416 5.8614
H: 2.0817 -3.4292 6.1504
H: 3.5550 -2.8557 5.3063
H: 2.0229 -1.9721 3.0812
H: 0.7970 -2.3328 4.3454
H: -0.4887 -3.6797 2.7569
H: 0.7952 -3.5642 1.5591
H: -1.0622 -1.3729 2.5792
H: -1.1450 -2.1638 0.9811
H: 3.2563 -1.9691 0.1647
H: 4.2767 -4.2083 0.1383
H: 3.0005 -6.1429 -0.7079
H: 0.6774 -5.8415 -1.4741
H: -0.3928 -3.6357 -1.3348
H: 3.0910 0.2092 0.7652
H: 4.8402 1.6148 -0.2314
H: 4.7493 2.2062 -2.6222
H: 2.8416 1.4743 -4.0040
H: 1.0325 0.1213 -2.9865
H: 0.8090 -0.1481 3.6019
H: 0.5878 0.4510 5.9735
H: -1.3042 1.8459 6.7224
H: -2.9067 2.7252 5.0764
H: -2.6170 2.2359 2.6816
H: -0.1755 2.7772 -0.7747
H: 1.5147 4.5626 -1.1039
H: 3.3887 4.7838 0.4915
H: 3.5229 3.2728 2.4372
H: 1.8470 1.5193 2.7603
N: -1.1505 1.2742 -1.9444
C: -1.3188 1.9476 -3.0647
C: -1.3847 3.3585 -3.1104
C: -1.5454 4.0122 -4.3093
C: -1.6300 3.3053 -5.5024
C: -1.5658 1.9164 -5.4790
C: -1.4122 1.2402 -4.2927
H: -1.3357 3.9063 -2.1803
H: -1.6058 5.0894 -4.3142
H: -1.7439 3.8272 -6.4400
H: -1.6395 1.3570 -6.4012
H: -1.3550 0.1581 -4.2594
N: -1.7431 -1.7571 -2.3143
C: -1.0757 -2.2453 -3.1741
N: -0.5748 -2.8101 -4.1347
C: 0.5812 -3.2355 -4.5311
N: 1.5885 -3.6338 -4.9134

***

Of them, B has the lowest stability.

***

A:
This record from the Open Molecules 2025 dataset describes a gas-phase ion, C5H10NOS (charge -1). The level of theory is the ωB97M-V functional and the def2-TZVPD basis.

HOMO-LUMO gap: 5.920 eV
spin multiplicity: 1
charge: -1

Positions of all 18 atoms, in Å:
C: -1.2077 0.3749 -1.0995
C: -1.8598 -0.9291 -0.5560
S: -3.4544 -0.7820 0.2732
C: 0.2903 0.4636 -0.9737
N: 0.8836 0.1554 0.2214
C: 0.1607 0.0781 1.4886
C: 2.3360 0.1833 0.3002
O: 0.9888 0.8064 -1.9258
H: -1.5908 1.2134 -0.5033
H: -1.4782 0.5365 -2.1361
H: -1.9530 -1.5798 -1.4298
H: -1.1092 -1.3747 0.1005
H: -0.6284 0.8327 1.4701
H: -0.2803 -0.8908 1.7126
H: 0.8504 0.3776 2.2776
H: 2.7130 -0.0532 -0.6880
H: 2.6421 -0.6085 0.9761
H: 2.6970 1.1962 0.4919

***

B:
This record from the Open Molecules 2025 dataset describes a gas-phase ion, C5H10NOS (charge -1). The level of theory is the ωB97M-V functional and the def2-TZVPD basis.

HOMO-LUMO gap: 6.260 eV
spin multiplicity: 1
charge: -1

Positions of all 18 atoms, in Å:
C: -0.9376 -1.3472 -0.3655
C: -2.1121 -0.3775 -0.6854
S: -1.9457 0.7133 -2.2165
C: -0.1680 -0.7504 0.7645
N: 0.9794 0.0252 0.4624
C: 1.2144 0.4810 -0.8883
C: 1.3994 1.0331 1.4420
O: -0.4116 -0.9632 1.9179
H: -0.2193 -1.6225 -1.1905
H: -1.3967 -2.2931 -0.0216
H: -3.1107 -0.8094 -0.6436
H: -2.1498 0.2957 0.1743
H: 1.6564 -0.4069 -1.3649
H: 0.3092 0.8876 -1.3660
H: 1.9853 1.2475 -0.9930
H: 1.5364 0.6639 2.4024
H: 0.8985 1.9393 1.2962
H: 2.4725 1.2835 1.2758

***

Of them, B has the lowest stability.

***

A:
This record from the Open Molecules 2025 dataset describes a gas-phase ion, C4H8N (charge +1). The level of theory is the ωB97M-V functional and the def2-TZVPD basis.

HOMO-LUMO gap (spin up / spin down): 6.863 / 9.001 eV
spin multiplicity: 1
charge: +1

Positions of all 13 atoms, in Å:
C: 1.4176 -0.3534 -1.7590
C: 0.9355 0.2582 -0.6647
C: -0.8916 -0.5902 1.6146
C: -0.9517 0.7185 0.9202
N: -0.3828 0.2364 -0.3453
H: 2.4417 -0.2234 -2.0597
H: 0.7963 -0.9596 -2.3990
H: 1.5646 0.8560 -0.0191
H: 0.0446 -0.9353 2.0266
H: -1.7008 -1.2959 1.5146
H: -1.9586 1.1051 0.7621
H: -0.3156 1.4917 1.3519
H: -0.9992 -0.3082 -0.9432

***

B:
This record from the Open Molecules 2025 dataset describes a gas-phase ion, C4H8N (charge +1). The level of theory is the ωB97M-V functional and the def2-TZVPD basis.

HOMO-LUMO gap: 8.551 eV
spin multiplicity: 1
charge: +1

Positions of all 13 atoms, in Å:
C: -0.1951 -0.0955 0.2714
C: -1.4374 0.7936 -0.0484
C: -1.8295 -0.5779 -0.1989
C: 2.2228 -0.0389 -0.0554
N: 0.9330 0.1509 -0.4292
H: -0.1625 -0.3024 1.4589
H: -1.9102 1.3689 0.7978
H: -1.1132 1.2915 -0.9716
H: -1.9751 -1.1422 -1.0195
H: -2.3970 -1.0678 0.5422
H: 2.8532 0.8838 -0.3921
H: 2.6294 -0.6575 -0.8152
H: 2.3819 -0.6064 0.8600

***

Of them, B has the lowest stability.

***

A:
This record from the Open Molecules 2025 dataset describes 2 unconnected molecules or ions with the total composition C4H8N. The level of theory is the ωB97M-V functional and the def2-TZVPD basis.

HOMO-LUMO gap: 9.968 eV
spin multiplicity: 1
charge: +1

Positions of all 13 atoms, in Å:
C: -0.9169 0.7661 -1.3845
C: -1.4930 -0.4198 -1.2152
C: -0.4774 -0.0160 -0.2463
C: 1.5959 -0.7223 -0.2863
N: -0.7252 0.5240 1.1489
H: -0.8146 1.6054 -2.0452
H: -2.3119 -0.9861 -1.5156
H: 1.9849 -0.7077 0.6141
H: 2.0671 0.1217 -0.9043
H: 1.7357 -1.7376 -0.6565
H: -1.6081 1.0110 1.2830
H: -0.0279 1.2804 1.3731
H: -0.8557 -0.2787 1.8271

***

B:
This record from the Open Molecules 2025 dataset describes a gas-phase ion, C4H8N (charge +1). The level of theory is the ωB97M-V functional and the def2-TZVPD basis.

HOMO-LUMO gap: 12.803 eV
spin multiplicity: 1
charge: +1

Positions of all 13 atoms, in Å:
C: -1.2650 0.2369 0.0706
C: -2.6712 0.0955 0.0503
C: 2.0326 -0.6380 0.2912
C: 1.2738 0.6030 -0.2817
N: -0.1740 0.5026 -0.1893
H: -3.2236 0.9642 0.3062
H: -2.7778 -0.1094 -0.9475
H: -2.9143 -0.8311 0.6608
H: 1.9964 -1.4548 -0.3427
H: 3.1081 -0.3541 0.3226
H: 1.7423 -1.0091 1.3067
H: 1.5374 1.6017 0.0995
H: 1.3355 0.3925 -1.3468

***

Of them, A has the lowest stability.

***

A:
This record from the Open Molecules 2025 dataset describes a single C4H8FNO molecule. The level of theory is the ωB97M-V functional and the def2-TZVPD basis.

HOMO-LUMO gap: 10.423 eV
spin multiplicity: 1

Positions of all 15 atoms, in Å:
C: -1.0802 0.3618 0.2663
C: 0.0591 -0.5787 -0.1347
C: 1.2740 -0.3370 0.8812
C: 0.3447 -0.9556 -1.5745
H: -1.8201 2.0791 0.0089
H: -0.0940 2.2243 0.7626
H: -1.4366 0.1542 1.3613
H: -2.0007 0.1605 -0.3467
H: 0.9977 -0.6791 1.8940
H: 1.4700 0.7007 0.9579
H: 1.3650 -1.2583 -1.9858
H: -0.4572 -0.6524 -2.1882
N: -0.8028 1.7617 0.0114
O: -0.1510 -1.8785 -0.5545
F: 2.3322 -1.1026 0.6410

***

B:
This record from the Open Molecules 2025 dataset describes a single C4H8FNO molecule. The level of theory is the ωB97M-V functional and the def2-TZVPD basis.

HOMO-LUMO gap: 10.499 eV
spin multiplicity: 1

Positions of all 15 atoms, in Å:
C: -0.1162 -0.1139 0.2223
C: -1.3190 0.2302 -0.5944
C: 0.7480 -1.2299 -0.2361
C: 1.0518 0.2207 -0.7244
H: 1.0163 0.8791 1.3964
H: 0.1445 -0.2934 2.1932
H: -2.2743 -0.4881 -0.3575
H: -1.1553 -0.0440 -1.6212
H: -1.4555 1.5418 0.6292
H: 1.3520 -1.7062 0.5557
H: 0.3192 -2.1833 -0.6497
H: 1.0585 0.4255 -1.7602
N: 0.0339 0.4505 1.4054
O: -1.4779 1.5888 -0.4506
F: 2.0741 0.7221 -0.0081

***

Of them, B has the lowest stability.